[1]
{"formula": "C22H20F2N4O3", "method": "ωB97M-V/def2-TZVPD", "species": ["F", "F", "O", "O", "O", "N", "N", "N", "N", "C", "C", "C", "C", "C", "C", "C", "C", "C", "C", "C", "C", "C", "C", "C", "C", "C", "C", "C", "C", "C", "C", "H", "H", "H", "H", "H", "H", "H", "H", "H", "H", "H", "H", "H", "H", "H", "H", "H", "H", "H", "H"], "xyz": [[-1.405521, -0.009530, 2.572494], [-3.523691, 1.230171, -1.447557], [4.296563, 1.684148, 0.798295], [0.003680, 1.954093, 1.459457], [2.454211, -4.179888, 0.829693], [-1.188293, 0.848908, -0.134397], [2.274507, 2.023532, -0.132518], [1.681397, -2.045878, 0.729074], [1.837196, -0.748155, 0.585048], [-3.600657, 0.903111, -0.137223], [-0.994345, -1.764491, -2.543413], [-4.897284, 0.435085, 1.800990], [-4.836303, 0.774670, 0.459409], [-2.399402, 0.696931, 0.543574], [-0.075476, 1.477092, 0.360552], [1.036142, 1.561579, -0.694942], [3.240286, 1.233421, 0.386597], [-1.965568, -2.360149, -0.027723], [-2.360746, -1.841276, -2.335731], [-2.506113, 0.317225, 1.881144], [2.445665, 3.464117, -0.034044], [4.025643, -2.416211, 0.561377], [4.185465, -1.080019, 0.443257], [0.321344, -2.490929, 0.951917], [-0.592060, -2.269095, -0.224166], [2.940347, 4.070076, -1.343589], [3.027323, -0.246599, 0.438051], [-0.114475, -1.985310, -1.495921], [-3.733560, 0.200337, 2.509805], [-2.843811, -2.152166, -1.075171], [2.707612, -2.995474, 0.714536], [2.236268, 3.897098, -2.155473], [0.718506, 2.277527, -1.461603], [-0.609130, -1.539991, -3.527483], [1.492347, 3.903532, 0.267864], [4.856771, -3.104361, 0.564045], [0.385174, -3.561214, 1.179308], [-1.226000, 0.646408, -1.124330], [-3.757756, -0.090181, 3.547793], [-5.726725, 0.947187, -0.122827], [3.182395, 3.645575, 0.750449], [-0.074045, -1.959774, 1.822290], [-5.853690, 0.340902, 2.288925], [-2.346085, -2.598407, 0.954762], [5.153814, -0.611930, 0.356960], [-3.044774, -1.666734, -3.152074], [-3.907745, -2.228245, -0.906328], [3.898076, 3.632922, -1.613615], [0.949561, -1.945938, -1.680333], [1.163443, 0.584257, -1.162444], [3.069532, 5.142026, -1.224779]], "forces_ev_per_a": [[-0.0559, -0.0282, -0.1102], [0.0284, -0.0281, 0.1701], [0.2170, -0.1400, 0.0664], [0.1050, 0.1643, 0.2946], [0.1414, -0.1852, -0.0102], [-0.2183, -0.1217, -0.1669], [-0.1701, 0.0289, -0.0115], [0.2242, -0.3710, 0.0328], [0.1466, 0.9015, 0.0478], [0.0658, 0.0105, 0.2323], [0.0543, 0.0075, -0.0826], [0.1313, -0.0287, -0.0574], [0.0889, 0.0318, -0.1949], [-0.1983, 0.2780, 0.2141], [-0.0015, -0.0129, -0.5909], [-0.0551, -0.0488, 0.1495], [-0.1930, 0.1846, -0.1313], [0.1535, -0.1178, -0.0410], [-0.0718, 0.0542, -0.0548], [-0.1914, -0.0070, -0.1519], [0.2445, 0.3161, -0.0163], [0.1209, 0.3399, -0.0251], [-0.0347, -0.4357, 0.0056], [-0.3621, -0.2916, 0.2159], [-0.0045, -0.0029, -0.0750], [-0.0546, -0.1308, 0.2271], [-0.1135, -0.5522, 0.1722], [0.0468, -0.0888, 0.0322], [0.1342, 0.0049, 0.0343], [-0.0466, -0.0810, 0.0013], [0.0247, -0.0081, -0.0187], [-0.0537, 0.0120, -0.1049], [0.0225, -0.0842, 0.0151], [0.0346, 0.0059, -0.0889], [0.0452, -0.0670, 0.0397], [0.0401, -0.0450, -0.0010], [-0.0131, 0.2755, 0.0051], [0.1146, -0.0899, 0.0919], [0.0364, -0.0260, 0.1087], [-0.0771, 0.0356, -0.0896], [-0.2064, 0.0223, -0.0554], [0.0720, -0.0576, -0.0708], [-0.0946, -0.0120, 0.0525], [-0.0637, 0.0091, 0.1452], [0.0710, 0.0040, -0.0014], [-0.0689, 0.0180, -0.0765], [-0.0973, 0.0122, 0.0264], [0.0954, -0.0207, -0.0488], [0.1051, 0.0321, 0.0041], [-0.1259, 0.1926, -0.0621], [0.0075, 0.1411, -0.0467]], "e_lumo_ev": -0.07, "smiles": "CCN(CC(=O)Nc1c(F)cccc1F)C(=O)c1ccc(=O)n(Cc2ccccc2)n1", "e_tot_ha": -1494.856567, "e_homo_ev": -9.0220}

[2]
{"formula": "C22H20FeN4O2S", "method": "ωB97M-V/def2-TZVPD", "species": ["Fe", "S", "O", "O", "N", "N", "N", "N", "C", "C", "C", "C", "C", "C", "C", "C", "C", "C", "C", "C", "C", "C", "C", "C", "C", "C", "C", "C", "C", "C", "H", "H", "H", "H", "H", "H", "H", "H", "H", "H", "H", "H", "H", "H", "H", "H", "H", "H", "H", "H"], "xyz": [[0.065900, -0.072141, 0.246847], [-2.226836, -0.052157, -0.659359], [-0.574951, -0.313546, 2.305044], [1.376633, -0.997338, 3.183801], [-0.083160, -2.209590, -0.595758], [2.345166, 0.296067, 0.170060], [-2.297461, -2.771245, -0.004976], [-4.189012, -1.720053, 0.019253], [-0.929144, -3.128280, -0.161942], [0.560217, 4.729333, -0.154408], [0.587719, -0.692096, 2.188944], [-0.715305, 4.187872, -0.192847], [-2.875615, -1.538947, -0.199752], [1.163904, -2.594909, -0.916731], [1.487204, 2.509419, -0.082883], [-0.884939, 2.807237, -0.154556], [4.985001, 1.068392, -0.004489], [0.209814, 1.943743, -0.092086], [2.643188, 1.586812, -0.028272], [3.333711, -0.587838, 0.355670], [-3.302463, -3.703814, 0.315306], [4.667051, -0.252685, 0.278889], [-0.527793, -4.433442, 0.103367], [1.633148, -3.876208, -0.752382], [1.660626, 3.890653, -0.098708], [0.770451, -4.801360, -0.189233], [0.812343, -0.856390, 4.523259], [-4.459330, -3.042425, 0.332807], [-5.177788, -0.646203, -0.058103], [3.970286, 1.991782, -0.147295], [0.890328, 0.184001, 4.827228], [-1.895200, 2.418573, -0.165613], [-1.578179, 4.840442, -0.243464], [-5.147486, -0.183379, -1.040522], [1.096653, -5.815567, 0.003567], [6.018796, 1.376937, -0.094829], [0.699629, 5.802661, -0.163059], [-1.207000, -5.156033, 0.522928], [3.037234, -1.598373, 0.604473], [-5.457261, -3.398157, 0.526100], [1.790653, -1.823830, -1.340281], [1.418068, -1.488437, 5.161165], [-0.226214, -1.171435, 4.528522], [5.429627, -1.001758, 0.440548], [2.650528, 4.327745, -0.055341], [4.201361, 3.026593, -0.349618], [-4.964426, 0.108961, 0.694411], [2.642107, -4.137228, -1.039970], [-6.158650, -1.078140, 0.115859], [-3.115933, -4.747622, 0.470327]], "forces_ev_per_a": [[0.3316, 0.0069, 0.5560], [-0.0612, -0.0484, -0.0209], [-0.6236, 0.1705, 0.1470], [-0.1613, -0.0237, 0.1507], [0.5503, 0.3656, -0.0106], [0.0306, -0.2994, -0.2085], [0.3004, -0.2143, 0.1384], [-0.4094, 0.1026, 0.0487], [-0.4510, -0.1090, 0.0621], [0.0203, 0.0186, 0.0073], [0.1935, -0.1865, -0.5957], [-0.0304, -0.0820, -0.0142], [0.0480, -0.2772, 0.0388], [-0.0683, -0.0443, -0.1850], [0.1323, -0.0051, -0.1179], [0.1590, 0.1663, 0.0023], [0.0700, 0.0705, -0.0051], [-0.3553, -0.0521, 0.0695], [-0.0627, 0.0494, -0.0221], [-0.0717, 0.1224, 0.0656], [0.3646, 0.1247, -0.0371], [-0.0048, -0.0325, 0.0140], [0.0254, -0.1131, -0.0436], [0.0578, 0.0455, -0.0465], [0.0635, 0.0633, -0.0386], [-0.1088, -0.1614, 0.0752], [0.1173, 0.0059, -0.0537], [-0.1949, 0.2593, -0.0765], [0.0621, -0.1456, 0.0113], [0.0948, 0.0619, 0.0281], [-0.0212, 0.0160, 0.0042], [0.0005, 0.0234, 0.0383], [0.0056, -0.0176, 0.0070], [0.0064, -0.0068, -0.0443], [-0.0217, 0.0328, 0.0044], [-0.0247, 0.0008, -0.0023], [-0.0032, -0.0205, -0.0053], [0.0247, -0.0276, -0.0148], [-0.0496, -0.0160, -0.0124], [0.0498, 0.0738, -0.0143], [0.0377, 0.0447, 0.0195], [0.0262, -0.0010, 0.0224], [-0.0167, -0.0257, 0.0037], [-0.0200, 0.0206, -0.0123], [-0.0397, 0.0011, -0.0160], [0.0193, -0.0142, 0.0075], [0.0284, 0.0078, 0.0278], [-0.0316, 0.0280, 0.0092], [-0.0048, -0.0055, 0.0070], [0.0165, 0.0472, 0.0318]], "charge": 1, "e_lumo_ev": [-2.88, -3.23], "e_tot_ha": -2881.511805, "spin_multiplicity": 6, "e_homo_ev": [-10.7110, -10.9465]}